[1]
Below is an isolated molecule of C3H5NO2S at a distorted geometry, with properties calculated with ωB97M-V/def2-TZVPD.

Each line ends with the Mulliken charge.
Atoms and positions in Å:
S -0.411 2.599 -1.070  -0.251
O 1.346 -2.399 1.460  -0.509
O 0.092 0.107 -0.545  -0.183
N -0.034 -0.897 0.424  0.094
C -1.089 -1.831 0.110  -0.842
C -0.409 1.291 -0.134  0.022
C 1.194 -1.352 0.878  0.070
H 2.034 -0.609 0.704  0.327
H -2.070 -1.359 0.198  0.285
H -0.966 -2.229 -0.919  0.322
H -0.819 1.229 0.883  0.341
H -1.042 -2.655 0.847  0.324

The orbital gap is 9.359 eV. As for the energy above the lowest of the compared OMol25 structures with the same formula, charge and spin: 232.3 kJ/mol. As for the SMILES: CN(C=O)OC=S. The calculation puts the highest occupied orbital energy at -9.4 eV. The value obtained for the LUMO energy is -0.08 eV.



[2]
Below is the ion C3H5NO3 with charge -2 at a distorted geometry, with properties calculated with ωB97M-V/def2-TZVPD.

Each line ends with the Mulliken charge.
Atoms and positions in Å:
O -0.771 -2.445 0.158  -0.909
O 1.257 1.950 -0.030  -0.730
O 2.237 0.169 0.968  -0.691
N 0.201 -1.493 -0.220  -0.506
C -1.016 0.562 -0.624  -1.202
C 1.317 0.733 0.374  0.339
C -0.054 -0.140 0.321  0.479
H -0.547 0.049 1.405  0.126
H -2.118 0.596 -0.442  0.279
H -0.665 1.666 -0.561  0.235
H 1.026 -1.844 0.318  0.253
H -0.868 0.197 -1.667  0.327

The orbital gap is 5.106 eV. As for the energy above the lowest of the compared OMol25 structures with the same formula, charge and spin: 7.5 kJ/mol. As for the SMILES: C[C@@H](N[O-])C(=O)[O-]. The calculation puts the highest occupied orbital energy at 2.2 eV. The value obtained for the LUMO energy is 7.29 eV. The net charge is -2.



[3]
Below is an isolated molecule of C3H5NO3 at a distorted geometry, with properties calculated with ωB97M-V/def2-TZVPD.

Each line ends with the Mulliken charge.
Atoms and positions in Å:
O 2.561 0.043 -0.509  -0.301
O -0.677 -1.864 0.422  -0.167
O -0.765 -2.124 -1.091  -0.396
N -0.144 -0.760 0.748  -0.211
C -0.747 0.518 0.274  -0.528
C 1.553 0.359 -0.047  0.496
C 0.610 1.435 0.208  -0.398
H 0.761 2.334 -0.487  0.348
H -1.480 0.908 1.011  0.307
H -1.156 -2.934 -1.115  0.281
H -1.262 0.402 -0.618  0.353
H 0.746 1.684 1.204  0.215

The orbital gap (alpha / beta) is 8.475 / 8.471 eV. As for the energy above the lowest of the compared OMol25 structures with the same formula, charge and spin: 805.1 kJ/mol. The calculation puts the highest occupied orbital energy (alpha / beta) at -8.0 / -8.0 eV. The value obtained for the LUMO energy (alpha / beta) is 0.51 / 0.51 eV.



[4]
Below is an isolated molecule of C3H5NO3, with properties calculated with ωB97M-V/def2-TZVPD.

Each line ends with the Mulliken charge.
Atoms and positions in Å:
O -1.275 1.073 -1.322  -0.463
O 2.269 0.512 -0.325  -0.613
O -1.030 -0.835 -0.131  -0.388
N 0.733 0.601 1.353  -0.351
C -1.722 0.214 -0.615  0.155
C 1.211 0.163 0.159  0.533
C 0.344 -0.880 -0.539  -0.270
H -2.759 0.156 -0.255  0.370
H 0.437 -0.725 -1.615  0.287
H 0.694 -1.881 -0.274  0.307
H 1.244 1.324 1.836  0.226
H -0.145 0.279 1.727  0.207

The orbital gap is 10.801 eV. As for the energy above the lowest of the compared OMol25 structures with the same formula, charge and spin: 63.7 kJ/mol. As for the SMILES: NC(=O)COC=O. The calculation puts the highest occupied orbital energy at -10.1 eV. The value obtained for the LUMO energy is 0.69 eV.



[5]
Below is a structure of composition C3H5NO3 at a distorted geometry, with properties calculated with ωB97M-V/def2-TZVPD.

Each line ends with the Mulliken charge.
Atoms and positions in Å:
O 1.696 -0.314 -0.887  -0.509
O -2.244 0.080 -0.209  -0.439
O -0.072 2.354 -0.148  -0.521
N -0.981 0.025 -0.712  -0.082
C 0.986 -0.028 0.311  0.200
C -0.305 -0.905 0.308  -0.595
C -0.186 1.100 -0.063  0.399
H -0.208 -2.072 -0.023  0.303
H -2.693 -0.441 -1.043  0.405
H 1.864 0.413 1.201  0.195
H 3.128 0.508 -0.095  0.372
H -0.984 -0.720 1.358  0.272

The orbital gap is 6.480 eV. As for the energy above the lowest of the compared OMol25 structures with the same formula, charge and spin: 1136.2 kJ/mol. The calculation puts the highest occupied orbital energy at -9.2 eV. The value obtained for the LUMO energy is -2.74 eV.



[6]
Below is the ion C3H5NO3P with charge -1 at a distorted geometry, with properties calculated with ωB97M-V/def2-TZVPD.

Each line ends with the Mulliken charge.
Atoms and positions in Å:
P 0.480 0.488 -1.736  0.098
O 1.928 0.317 -2.137  -0.593
O -0.127 -1.299 -1.338  -0.392
O 0.025 -2.794 0.290  -0.725
N 0.350 0.764 0.083  -0.312
C 0.540 -0.469 0.809  -0.554
C -0.994 1.240 0.315  -0.797
C 0.136 -1.626 -0.137  0.829
H -1.798 0.475 0.069  0.271
H -1.310 2.032 -0.425  0.285
H -0.939 1.578 1.417  0.330
H 0.036 -0.418 1.783  0.355
H 1.672 -0.288 1.006  0.202

The orbital gap is 8.329 eV. As for the energy above the lowest of the compared OMol25 structures with the same formula, charge and spin: 0.0 kJ/mol. As for the SMILES: CN1CC(=O)OP1[O-]. The calculation puts the highest occupied orbital energy at -4.3 eV. The value obtained for the LUMO energy is 4.02 eV. The net charge is -1.



[7]
Below is a structure of composition C3H5NO3P at a distorted geometry, with properties calculated with ωB97M-V/def2-TZVPD.

Each line ends with the Mulliken charge.
Atoms and positions in Å:
P 1.531 2.599 -1.080  0.585
O 2.111 2.165 -2.432  -0.387
O 1.510 0.597 0.112  -0.706
O -0.151 1.744 -0.735  -0.446
N 0.321 -1.432 0.694  -0.191
C -0.576 -0.357 0.365  -0.132
C 0.264 0.694 -0.079  1.176
C -1.887 -0.313 0.375  -0.778
H 0.298 -2.085 -0.146  0.393
H -2.413 -1.229 0.599  0.330
H -0.032 -1.935 1.540  0.405
H -2.262 0.605 -0.126  0.347
H 1.286 -1.052 0.911  0.404

The orbital gap is 9.429 eV. As for the energy above the lowest of the compared OMol25 structures with the same formula, charge and spin: 20.2 kJ/mol. The calculation puts the highest occupied orbital energy at -14.5 eV. The value obtained for the LUMO energy is -5.08 eV. The net charge is +1.



[8]
Below is a structure of composition C3H5NO3S at a distorted geometry, with properties calculated with ωB97M-V/def2-TZVPD.

Each line ends with the Mulliken charge.
Atoms and positions in Å:
S 1.686 -1.565 1.989  0.279
O 2.885 -0.764 2.450  -0.674
O 0.500 -1.396 2.966  -0.679
O 0.982 -1.746 -1.860  -0.911
N 0.352 -1.562 -0.667  -0.166
C 1.151 -0.678 0.323  -0.189
C 0.000 0.257 0.518  -0.700
C -0.607 -0.454 -0.691  -0.554
H 0.256 1.231 0.279  0.215
H -1.660 -0.761 -0.602  0.286
H 2.105 -0.334 0.086  0.427
H -0.530 0.017 -1.710  0.355
H -0.567 0.145 1.404  0.309

The orbital gap is 4.911 eV. As for the energy above the lowest of the compared OMol25 structures with the same formula, charge and spin: 63.5 kJ/mol. The calculation puts the highest occupied orbital energy at 1.7 eV. The value obtained for the LUMO energy is 6.66 eV. The net charge is -2.



[9]
Below is a structure of composition C3H5NO4P at a distorted geometry, with properties calculated with ωB97M-V/def2-TZVPD.

Each line ends with the Mulliken charge.
Atoms and positions in Å:
P -0.563 -0.070 -1.800  0.828
O -2.047 0.068 -1.049  -0.536
O -0.152 1.286 -2.147  -0.728
O -0.452 -1.202 -2.738  -0.738
O 2.244 0.171 1.948  -0.615
N -0.218 -0.874 0.852  -0.451
C 1.247 0.885 1.801  -0.174
C 0.427 -0.733 -0.361  -0.206
C 0.067 0.545 1.061  -0.288
H 1.378 -0.983 -0.523  0.545
H -0.769 1.139 0.904  0.493
H -2.638 -0.490 -1.590  0.287
H 0.243 -1.610 1.334  0.288
H 1.233 1.868 2.307  0.295

The orbital gap (alpha / beta) is 8.231 / 8.232 eV. As for the energy above the lowest of the compared OMol25 structures with the same formula, charge and spin: 86.9 kJ/mol. The calculation puts the highest occupied orbital energy (alpha / beta) at -4.4 / -4.4 eV. The value obtained for the LUMO energy (alpha / beta) is 3.80 / 3.80 eV. The net charge is -1.



[10]
Below is an isolated molecule of C3H5NOS at a distorted geometry, with properties calculated with ωB97M-V/def2-TZVPD.

Each line ends with the Mulliken charge.
Atoms and positions in Å:
S 1.516 2.263 0.340  -0.245
O -1.685 -1.673 0.142  -0.549
N -0.149 -0.022 -0.074  -0.005
C 0.924 -0.833 -0.545  -0.757
C 0.071 1.649 0.440  0.102
C -1.350 -0.522 0.270  0.152
H -0.877 2.033 0.746  0.267
H 0.999 -1.728 0.078  0.309
H 0.723 -1.143 -1.574  0.269
H -2.029 0.248 0.686  0.189
H 1.857 -0.273 -0.508  0.267

The orbital gap is 8.789 eV. As for the energy above the lowest of the compared OMol25 structures with the same formula, charge and spin: 201.5 kJ/mol. As for the SMILES: CN(C=O)C=S. The calculation puts the highest occupied orbital energy at -9.6 eV. The value obtained for the LUMO energy is -0.83 eV.



- What is the energy above the lowest of the compared OMol25 structures with the same formula, charge and spin in the second record?
  7.5 kJ/mol



- Among the records above, which one has the highest energy above the lowest of the compared OMol25 structures with the same formula, charge and spin?
  number 5



- Which value of energy above the lowest of the compared OMol25 structures with the same formula, charge and spin does entry 9 give?
  86.9 kJ/mol



- What is the formula in the third record?
  C3H5NO3